Record 1
46
Properties=species:S:1:pos:R:3 method="wB97M-V/def2-TZVPD" homo_energy_ev=-8.46 smiles="Cc1ccc([C@@H](CC(=O)N2CCCC2)c2ccccc2)c(O)c1" gap_ev=8.9846
O -0.128 -1.760 -2.443
O 0.375 2.738 0.782
N -1.389 1.841 -0.246
C -2.291 -3.257 1.695
C 4.340 1.075 1.097
C 3.604 -0.793 -0.792
C -3.392 0.702 -0.622
C -1.163 -2.474 -0.402
C -0.623 -1.377 1.644
C 5.212 0.052 0.770
C -0.077 2.134 -0.178
C 4.839 -0.886 -0.178
C 2.723 0.235 -0.472
C -1.348 -2.348 0.968
C -2.129 1.204 -1.316
C -3.656 1.797 0.410
C 0.788 1.683 -1.343
C 1.374 0.259 -1.157
C 0.432 -0.658 -0.406
C -2.252 2.156 0.884
C 3.102 1.167 0.484
C -0.287 -1.644 -1.087
C 0.257 -0.554 0.966
H 2.434 1.969 0.759
H -1.763 -4.151 2.029
H -2.140 3.208 1.159
H 6.178 -0.016 1.249
H -1.947 1.549 1.744
H -0.636 -2.516 -2.759
H 3.316 -1.528 -1.532
H -1.712 -3.231 -0.950
H 0.206 1.714 -2.263
H 5.512 -1.689 -0.441
H -2.703 -2.764 2.573
H -3.109 -3.572 1.050
H 1.615 2.388 -1.437
H -2.383 1.944 -2.088
H -4.292 1.463 1.226
H -4.219 0.560 -1.314
H -0.746 -1.266 2.711
H 4.623 1.809 1.838
H 0.818 0.189 1.510
H -1.563 0.397 -1.775
H -4.126 2.656 -0.071
H -3.180 -0.242 -0.119
H 1.507 -0.165 -2.157

Record 2
59
Properties=species:S:1:pos:R:3 method="wB97M-V/def2-TZVPD" homo_energy_ev=-4.68 gap_ev=6.7975 charge=-1
Ba -0.094 -1.044 0.566
As 2.208 -0.532 -1.840
Cl -2.110 -3.522 -1.781
Cl -2.302 -4.055 -4.626
Cl -1.876 -1.341 -3.671
S 2.633 -0.149 2.444
S 0.239 -4.186 1.154
O -1.425 0.461 -1.107
O -0.023 3.867 1.859
O -0.695 5.154 -0.732
O -0.925 1.110 1.753
O -1.289 2.949 -2.614
N 1.114 1.817 3.459
N 1.053 -3.417 -3.500
N 2.849 2.488 2.173
C -2.812 -2.804 4.296
C -0.525 3.329 0.866
C -0.715 -3.862 3.726
C 4.052 1.766 -1.519
C -0.952 -3.693 2.349
C 2.165 1.471 2.721
C -0.929 1.925 0.764
C -0.783 3.978 -0.461
C 2.673 1.242 -1.135
C -3.073 -2.626 2.950
C 4.916 -1.612 -2.475
C 3.835 -1.550 -1.399
C -1.138 2.857 -1.412
C -0.080 -3.252 -3.451
C -1.207 1.609 -0.610
C 1.322 0.829 -4.206
C -1.533 -3.040 -3.387
C -2.163 -3.070 1.994
C -1.627 -3.432 4.673
C 2.379 -0.177 -3.753
H -3.992 -2.147 2.632
H 4.238 2.750 -1.080
H 0.486 1.061 3.670
H 0.318 0.506 -3.934
H 3.497 -2.557 -1.149
H 5.285 -0.621 -2.740
H 3.675 2.282 1.643
H 0.210 -4.332 4.031
H 2.249 -1.138 -4.253
H 4.534 -2.080 -3.383
H -2.418 -2.972 0.942
H 1.891 1.926 -1.475
H 2.543 3.441 2.291
H 3.385 0.179 -3.976
H 2.575 1.162 -0.053
H 0.624 2.674 3.182
H 1.469 1.807 -3.747
H -1.409 -3.577 5.724
H 4.150 1.878 -2.600
H 5.767 -2.203 -2.131
H -3.515 -2.462 5.043
H 1.358 0.965 -5.288
H 4.214 -1.111 -0.473
H 4.842 1.096 -1.175